[1]
This record from the Open Molecules 2025 dataset describes an isolated molecule of C22H27NO4. The level of theory is ωB97M-V/def2-TZVPD.

XYZ file:
```
54
Properties=species:S:1:pos:R:3:forces:R:3
H -4.4868 2.9645 -4.5040 -0.1 0.0 -0.1
H 2.1225 4.1863 -0.1102 0.0 0.1 0.1
O -0.7493 -6.8495 3.1338 -0.4 0.1 0.2
H 1.8125 0.4489 1.9830 0.0 0.1 0.1
C 0.1637 -2.3837 2.2854 0.1 -0.1 0.0
C -3.6881 4.2544 -2.9916 -0.1 0.0 -0.1
H 0.6753 -6.3358 1.7351 0.1 -0.1 0.1
H -1.0360 2.4358 0.8971 0.0 0.0 0.0
O -0.2278 5.2163 -0.9303 -0.1 0.0 0.0
H -1.1717 -5.9841 3.2094 0.0 -0.1 0.0
N 0.3280 0.8351 0.5915 -0.2 0.0 0.1
C 1.3371 -1.8185 0.2784 0.1 0.0 -0.1
C -0.3934 4.0550 -1.2331 0.3 -0.2 0.1
H -0.9870 0.0039 -3.8172 0.0 0.0 0.0
C -1.4763 3.6775 -2.1845 -0.3 0.1 -0.3
H -1.2047 1.5238 -0.6209 0.0 0.0 0.1
H -0.2994 1.0945 -5.0572 0.0 0.0 0.1
H 0.7210 1.7763 2.4470 0.0 -0.1 0.0
H -4.5532 4.8980 -2.9565 -0.1 0.1 0.0
H 0.7625 0.3233 -3.8542 -0.1 0.0 0.0
C -3.6488 3.1758 -3.8564 0.0 0.1 0.1
H 2.8501 -3.1989 -0.3263 0.1 0.0 -0.1
C 0.4303 2.9452 -0.6138 0.2 0.3 0.4
C 2.0907 -2.9668 0.4061 -0.1 0.1 -0.1
C 0.9155 -3.5526 2.4106 -0.1 0.1 -0.1
C 1.8871 -3.8425 1.4619 0.0 -0.3 0.3
H 0.9238 4.0370 1.1723 0.0 0.1 0.0
C -2.6020 4.4984 -2.1752 0.1 -0.1 0.0
C -0.4779 1.9275 0.0874 0.0 0.0 -0.4
H 2.3185 -5.5154 3.5131 0.0 0.0 0.0
C -1.4360 2.5927 -3.0824 -0.2 0.2 0.1
C 2.2215 2.3209 0.9878 -0.2 0.1 0.2
H 1.0570 -5.8245 4.7314 0.1 0.0 -0.1
C 0.5952 -6.6387 2.7897 0.4 0.4 0.0
H -2.5242 1.5354 -4.6033 0.0 -0.1 -0.1
H 1.4945 -1.1360 -0.5411 0.0 0.1 -0.1
H -0.9754 -0.0415 2.0297 0.0 0.0 -0.1
H 2.9126 2.6756 1.7540 0.1 0.0 0.0
O -0.3071 1.8371 -3.1160 -0.1 0.3 0.2
H -2.6006 5.3380 -1.4963 0.0 0.1 0.0
H -1.2499 -0.4747 0.3301 0.0 0.1 0.1
C -0.4704 -0.2750 1.0746 -0.1 0.1 -0.1
H 2.4909 -4.7340 1.5282 0.0 -0.1 0.0
C 1.2381 -5.5703 3.6832 0.1 -0.6 -0.2
H -0.5795 -2.1743 3.0401 -0.1 0.1 0.1
C 0.3649 -1.5180 1.2273 0.0 -0.2 0.1
H 1.1058 -7.5944 2.9250 0.1 0.1 0.0
C -0.2215 0.7599 -4.0182 0.0 -0.2 -0.2
O 0.6163 -4.3145 3.5067 -0.2 0.3 -0.1
C -2.5323 2.3603 -3.9087 0.2 -0.3 -0.1
H 2.8000 1.8255 0.2062 0.1 -0.1 0.0
H 0.9577 2.4231 -1.4155 -0.1 0.0 0.1
C 1.2584 1.3094 1.6000 0.4 0.0 0.0
C 1.4478 3.4881 0.3867 0.1 -0.1 -0.2
```
Forces are in eV/Å.

Properties
Spin multiplicity: 1
SMILES string: COc1ccccc1C(=O)[C@H]1CCCN(Cc2cccc(OCCO)c2)C1

Mulliken population analysis, charges in e, atoms 1 to 5: atom 1 (H): 0.388, atom 2 (H): 0.438, atom 3 (O): -0.539, atom 4 (H): 0.416, atom 5 (C): -0.598



[2]
This record from the Open Molecules 2025 dataset describes an isolated molecule of C22H27NO6. The level of theory is ωB97M-V/def2-TZVPD.

XYZ file:
```
56
Properties=species:S:1:pos:R:3:forces:R:3
C -0.4662 2.4090 -1.7103 -0.3 -0.5 0.0
H 2.9413 0.5195 2.7949 0.0 0.1 -0.1
C 2.6109 -1.6918 1.0973 0.3 0.0 -0.4
H 1.4129 0.2928 -2.6435 0.1 0.0 0.1
H 1.8458 -2.1001 -3.2430 0.0 -0.1 0.0
H -2.9952 2.7714 2.2267 -0.1 0.1 0.1
H -3.5499 -0.1143 4.0594 0.0 0.0 0.1
O -1.4613 -1.4851 -0.3842 -0.1 0.2 -0.1
O -1.5045 3.2435 0.2651 -0.1 0.2 0.1
H -3.0549 -1.4659 1.7438 0.0 -0.1 0.0
C -0.6329 3.4841 -0.7654 0.4 0.4 -0.1
C -2.7425 -0.4925 1.3940 0.0 -0.3 -0.2
C -4.0549 0.4705 3.2914 0.0 0.0 0.0
C 0.6718 -0.4919 -2.4717 -0.2 -0.3 -0.1
H 2.9510 -2.3653 0.3093 0.0 0.1 0.2
H -0.4565 -1.1395 2.3409 0.1 -0.1 0.0
H 0.0568 2.6624 -2.6188 0.0 0.0 -0.1
C -0.7340 0.1173 -2.5565 0.3 -0.1 -0.1
H -0.1093 -0.8053 -5.2053 -0.1 0.1 -0.1
H 3.0667 -1.9933 2.0469 0.0 0.0 0.0
C 2.4304 0.7015 1.8444 -0.2 0.2 -0.3
C 0.9249 0.4712 1.9951 0.1 -0.2 0.1
N 1.1684 -1.8252 1.2005 0.3 0.1 0.2
C 0.8707 -1.1784 -4.9181 0.0 -0.1 0.2
H 2.5605 0.0292 -0.1963 0.0 0.0 -0.1
O 3.4332 2.8882 2.0338 0.2 0.2 0.1
H 0.1144 -2.3893 -3.3050 0.0 -0.1 0.1
C 0.6196 -1.0036 2.2532 -0.3 0.3 0.1
H -1.4413 -2.6984 1.3364 0.0 0.1 -0.1
H -0.8537 0.5992 -3.5281 -0.1 0.0 0.0
C 0.8842 -1.6325 -3.4637 0.1 0.2 0.0
C 2.9825 -0.2454 0.7715 0.0 -0.1 0.2
H -4.3224 1.4362 3.7095 -0.1 0.0 0.1
C -1.9525 2.0016 0.5411 -0.2 -0.9 0.1
H -1.3341 -3.4970 -0.2513 0.1 0.2 0.2
O 1.1173 -3.3972 -0.4035 0.0 -0.2 -0.4
C -1.6036 0.8860 -0.2446 -0.3 0.1 0.3
C 2.6874 2.1479 1.4549 0.3 -0.2 0.5
C -1.0202 -2.6263 0.3319 0.2 -0.4 0.1
C -1.9454 -0.3929 0.2663 -0.2 0.6 0.3
H -1.4742 -0.6741 -2.4610 0.0 0.1 -0.1
H 1.6020 -0.3886 -5.0784 0.1 0.1 -0.1
H 1.0838 -1.3116 3.1998 -0.1 0.0 0.0
H 2.1113 3.4469 0.1620 0.1 -0.1 0.2
C -3.1743 0.6333 2.0934 0.3 0.2 -0.2
H 0.8187 -0.8850 -1.4664 0.1 0.1 0.1
C -2.7432 1.8773 1.6805 0.1 0.1 -0.1
H 4.0678 -0.1553 0.7139 0.0 0.0 0.0
C 0.5221 -2.6564 0.3549 -0.4 -0.1 0.1
H 0.4365 0.7811 1.0724 0.0 0.0 0.1
O -0.0975 4.5658 -0.8179 -0.2 -0.3 0.1
H 0.5271 1.0727 2.8139 -0.1 0.1 0.0
C -0.9269 1.1536 -1.4935 0.3 0.6 -0.2
H 1.1184 -2.0102 -5.5733 0.0 0.0 -0.1
O 1.9795 2.5089 0.3819 -0.4 0.1 -0.5
H -4.9668 -0.0582 3.0187 -0.1 0.0 0.0
```
Forces are in eV/Å.

Properties
Spin multiplicity: 1
SMILES string: CCCCc1cc(=O)oc2cc(C)cc(OCC(=O)N3CCC(C(=O)O)CC3)c12

Mulliken population analysis, charges in e, atoms 1 to 5: atom 1 (C): -0.068, atom 2 (H): 0.610, atom 3 (C): -1.258, atom 4 (H): 0.579, atom 5 (H): 0.432



[3]
This record from the Open Molecules 2025 dataset describes a structure of composition C22H28AsN2O7S2SiW. The level of theory is ωB97M-V/def2-TZVPD.

XYZ file:
```
64
Properties=species:S:1:pos:R:3:forces:R:3
C 3.4207 -0.0931 -3.1316 -0.2 0.0 0.0
N 1.9173 1.1187 -0.8336 0.1 0.1 0.0
H 1.2732 1.3207 -2.8094 0.0 0.0 0.0
H 5.7186 -1.2113 -6.9469 0.0 0.0 0.0
C 1.4231 1.9524 -1.9359 0.0 0.0 0.0
H -5.0615 0.1877 0.5165 0.0 0.0 0.0
Si -3.5568 -1.7656 0.4691 0.0 0.0 0.0
H 2.1979 2.6785 -2.1766 0.0 0.0 0.0
C 2.7902 -2.0636 -4.5773 0.0 0.0 0.0
C -3.9867 0.0421 0.3899 0.0 0.0 0.0
H -3.8998 -2.3130 -1.9170 0.0 0.0 0.0
O 3.8371 1.0286 -3.0322 0.1 0.0 0.0
H -3.5930 -3.5544 2.1764 0.0 0.0 0.0
H 0.0769 4.0240 2.9328 0.0 0.0 0.0
C -1.6728 -1.8086 0.3536 0.0 0.0 -0.1
H -1.2444 1.1975 -2.4131 0.0 0.0 0.0
H -3.8866 -3.7782 -0.9268 0.0 0.0 0.0
C -0.3768 3.4271 3.7120 0.0 0.0 0.0
O 1.6118 0.2136 3.0976 0.2 -0.2 0.0
C 3.6182 -0.9757 -4.3059 0.1 0.0 0.0
C -1.7920 3.2122 5.6327 0.0 0.0 0.0
O -1.7560 -1.0158 5.7611 0.0 0.0 0.0
H 0.2679 3.1478 -0.5798 0.0 0.0 0.0
H -5.3112 -2.7368 -0.9476 0.0 0.0 0.0
O 1.7760 2.4306 2.0020 0.0 0.0 0.0
H -1.4577 5.0554 4.5870 0.0 0.0 0.0
W 0.6808 -1.3921 1.9827 -0.2 0.4 -0.2
H -3.4434 -1.9581 2.9273 0.0 0.0 0.0
S 0.9038 1.4200 2.5137 0.1 0.1 -0.1
H 2.3732 -3.6779 -5.9196 0.0 0.0 0.0
H -1.9572 2.1692 -1.1259 0.0 0.0 0.0
C 3.0205 -2.8396 -5.7013 0.0 0.0 0.0
H 1.8917 1.5557 0.0834 -0.1 0.0 0.0
C 2.3788 -0.0918 -0.8831 -0.1 -0.1 0.0
H -2.4604 3.6526 6.3604 0.0 0.0 0.0
H -1.7249 -1.8209 6.2917 0.0 0.0 0.0
N 2.6701 -0.6911 -2.0718 0.1 -0.1 -0.1
O 0.0381 0.8026 1.4776 0.0 -0.1 0.1
O -0.4877 -1.2083 3.4033 0.0 -0.1 -0.1
C 4.8987 -1.4469 -6.2824 0.0 0.0 0.0
H -0.8572 0.8569 -0.7183 0.0 0.0 -0.1
O 1.4219 -2.8576 2.3214 0.0 0.0 0.2
C -1.4935 1.8559 5.7123 0.0 0.0 0.0
H 4.2574 -3.1448 -7.4232 0.0 0.0 0.0
C 4.0767 -2.5344 -6.5484 0.0 0.0 0.0
C 4.6682 -0.6628 -5.1662 0.0 0.0 0.0
C 0.1200 2.6225 -1.5279 0.0 0.0 -0.1
H 5.2928 0.1915 -4.9436 0.0 0.0 0.0
H -1.9364 1.2579 6.4968 0.0 0.0 0.0
As -0.1580 -0.6191 5.1148 -0.1 0.1 0.1
H -3.4738 0.5961 1.1788 0.0 0.0 0.0
H 2.7446 -1.6974 -2.0144 0.0 0.0 0.0
H -0.0880 3.3927 -2.2734 0.0 0.0 0.0
C -0.6409 1.2570 4.7945 0.0 0.0 -0.1
H 1.9443 -2.2925 -3.9406 0.0 0.0 0.0
C -0.0925 2.0722 3.7982 0.0 0.0 0.0
H -5.0066 -2.5053 2.3115 0.0 0.0 0.0
S 2.6852 -1.0921 0.5065 0.3 0.1 0.0
C -3.9304 -2.5181 2.1263 0.0 0.0 0.0
C -1.0502 1.6519 -1.4391 0.0 0.0 0.0
C -1.2338 3.9991 4.6408 0.0 0.0 0.0
C -4.2193 -2.7402 -0.9653 0.0 0.0 0.0
H -3.6994 0.4728 -0.5706 0.0 0.0 0.0
C -0.4466 -1.7563 0.3763 -0.3 -0.2 0.2
```
Forces are in eV/Å.

Properties
Spin multiplicity: 1
Charge: +1

Mulliken population analysis, charges in e, atoms 1 to 5: atom 1 (C): 0.203, atom 2 (N): 0.331, atom 3 (H): 0.437, atom 4 (H): 0.402, atom 5 (C): -0.653



[4]
This record from the Open Molecules 2025 dataset describes a cluster of 4 separate species, C22H28B4N3O14P in total. The level of theory is ωB97M-V/def2-TZVPD.

XYZ file:
```
72
Properties=species:S:1:pos:R:3:forces:R:3
C 9.6015 -5.0330 -3.6219 -0.1 0.0 0.0
H 5.8319 0.1452 -0.5810 -0.1 -2.1 0.0
C 8.5442 -5.0415 -4.5421 0.6 -0.8 0.1
H -5.4958 4.5515 5.1384 0.2 -0.1 -0.1
H 0.1528 1.2028 -0.2306 -1.8 -1.6 0.4
C -3.5151 3.3477 2.6455 0.0 0.2 0.9
C -2.3420 3.3225 4.7574 -0.3 0.1 -0.2
O 1.6156 2.0867 -2.5713 1.6 -1.5 0.1
H 2.9118 -1.4258 1.0976 -0.7 -2.2 0.0
H -5.5548 4.1032 2.7096 0.4 -0.1 -0.1
C -3.4684 3.8604 5.3820 0.0 0.0 -0.1
N 7.6187 -3.9036 -4.5965 -0.5 0.9 -0.1
H -11.2827 4.6110 1.7871 0.1 -0.1 0.2
O -4.5594 3.3966 0.5736 1.6 -0.5 0.9
H -3.4476 4.0678 6.4505 0.0 -0.1 -0.2
H 6.2826 -3.2282 -2.4945 -0.8 2.7 1.0
H -1.6825 0.9452 0.4101 2.6 -1.4 -1.2
B 4.3041 -1.8932 -2.4070 0.6 -1.0 0.8
C 8.3557 -6.1315 -5.4023 0.0 0.0 0.0
N -8.7549 2.8597 6.1537 0.5 -0.5 1.2
O 0.0475 -2.0610 0.0063 3.8 1.4 0.8
C -8.7275 4.0064 3.9534 -0.1 0.0 0.0
C -10.8358 3.1696 4.8384 0.1 0.0 0.0
O -2.5146 2.6092 0.6856 -1.7 1.2 0.8
C 10.2742 -7.2193 -4.4084 -0.1 0.1 0.0
H -1.0945 -1.2281 1.6054 1.7 0.9 -1.7
C 10.4642 -6.1289 -3.5581 -0.3 0.0 -0.3
H -1.0258 -0.0325 -1.1260 0.6 1.2 2.2
B 2.3225 -0.6782 -3.1949 -0.3 -1.8 0.9
H 2.5732 2.0073 -2.2330 -2.1 0.3 -0.8
B 1.5049 -2.2692 -0.1007 -1.8 0.0 2.9
H 0.6515 -0.5028 1.4924 -1.5 -1.1 -1.1
B 2.1488 -2.3954 -1.6164 1.5 -1.7 -4.4
C -4.6210 4.1351 4.6439 0.3 -0.1 -0.2
N -3.5316 3.0990 1.1990 -0.3 -0.1 -1.2
C -2.3601 3.0611 3.3860 -0.1 0.0 0.0
H 11.2837 -6.1347 -2.8426 -0.2 0.1 -0.1
P 1.4750 0.9389 -3.8779 -0.2 1.0 -1.0
O 5.6314 -0.8423 -0.4166 -3.2 4.4 2.1
O -7.5342 3.0623 6.2348 -1.7 -0.3 -0.1
H 6.4028 -1.4591 -3.2261 -0.8 -1.3 2.1
H -8.8377 4.9550 2.0198 -0.1 -0.1 0.2
C -9.3929 4.4563 2.8114 -0.2 -0.2 0.3
H 9.0869 -8.0728 -5.9925 0.0 0.2 0.1
H 10.9460 -8.0740 -4.3511 -0.1 0.2 0.0
C -11.4907 3.6264 3.6929 0.4 0.1 0.0
H 9.7630 -4.1910 -2.9523 -0.2 -0.1 -0.2
H -0.8933 -0.1263 -3.4394 1.1 1.6 -1.8
C 5.9677 -2.0930 -2.3200 -0.8 0.5 -1.7
O -9.4251 2.2620 7.0079 1.1 0.9 -1.3
O 3.5036 -3.0033 -1.8441 -1.5 4.8 -0.9
O 6.6770 -3.9630 -5.4000 1.2 0.2 1.2
C -10.7692 4.2635 2.6820 0.0 0.0 0.1
H -1.4741 2.6419 2.9141 -0.3 0.1 -0.1
H -0.9243 1.7135 -3.8993 1.3 -2.1 -0.5
O 7.8302 -2.9501 -3.8323 0.5 -1.8 -2.0
C -0.7205 0.4291 -0.0711 -0.6 -1.3 -0.2
C -9.4528 3.3576 4.9623 -0.5 0.3 -0.8
H 7.5423 -6.1491 -6.1246 0.1 0.2 0.3
C -4.6500 3.8806 3.2713 0.1 0.0 0.1
H -0.6760 0.4765 -5.3056 1.0 0.3 2.6
H -7.6546 4.1643 4.0391 -0.3 -0.2 0.2
O 6.5185 -1.5672 -1.0524 2.8 -3.2 -3.2
O 1.4849 -1.8865 -2.8686 3.8 2.1 2.4
C -0.3961 0.6768 -4.1663 -1.8 0.3 1.0
C 9.2267 -7.2206 -5.3311 0.0 0.3 0.3
O 3.7828 -0.6388 -2.9837 -2.7 -3.0 1.0
H -11.4118 2.6721 5.6159 0.3 0.1 -0.1
H -12.5636 3.4825 3.5860 0.2 0.0 0.1
C -0.2524 -0.8777 0.8492 -0.9 1.1 1.0
O 2.4530 -2.3356 1.0401 -1.5 2.7 -1.9
H -1.4480 3.1097 5.3396 -0.2 0.0 -0.2
```
Forces are in eV/Å.

Properties
Spin multiplicity: 1
SMILES string: CCOB(O)B1OB(COO)OB(P(C)O)O1.O=[N+]([O-])c1ccccc1.O=[N+]([O-])c1ccccc1.O=[N+]([O-])c1ccccc1

Mulliken population analysis, charges in e, atoms 1 to 5: atom 1 (C): -0.249, atom 2 (H): 0.304, atom 3 (C): 0.130, atom 4 (H): 0.318, atom 5 (H): 0.251



| no. | electronic energy (hartree) | HOMO energy (eV) |
| --- | --- | --- |
| 1 | -1210.21603 | -8.6 |
| 2 | -1360.78182 | -8.8 |
| 3 | -4879.96136 | -12.1 |
| 4 | -2513.27878 | -7.9 |